No. 1
{
  "formula": "C45H43Cl5MoN4OTe",
  "method": "ωB97M-V/def2-TZVPD",
  "total_charge": 1,
  "spin_multiplicity": 2,
  "homo_energy_ev": [-9.234, -9.300],
  "s_squared": 0.929,
  "gap_ev": [5.48, 5.39],
  "species": ["Mo", "C", "N", "C", "C", "C", "C", "C", "C", "C", "N", "C", "C", "C", "C", "C", "C", "N", "C", "C", "H", "H", "H", "H", "H", "H", "H", "H", "H", "H", "H", "H", "H", "H", "H", "H", "H", "H", "H", "H", "Cl", "C", "C", "C", "Cl", "C", "Cl", "C", "Cl", "C", "Cl", "C", "C", "C", "C", "C", "C", "Te", "N", "C", "O", "C", "C", "C", "C", "C", "C", "C", "C", "C", "C", "C", "C", "C", "C", "C", "C", "H", "H", "H", "H", "H", "H", "H", "H", "H", "H", "H", "H", "H", "H", "H", "H", "H", "H", "H", "H", "H", "H", "H"],
  "positions_angstrom": [[2.04383, 0.04071, -0.36493], [1.60993, 0.29661, 2.29007], [1.36623, -1.02499, 2.26077], [2.39263, -1.89509, 1.83717], [0.07273, -1.55169, 2.23707], [-0.60927, -1.62629, 3.45347], [-1.68107, -2.47899, 3.60897], [-2.06267, -3.30139, 2.55237], [-1.44947, -3.19399, 1.32117], [-0.38607, -2.30139, 1.10407], [0.01053, -1.93259, -0.14033], [0.34993, -2.72869, -1.13093], [0.46293, -4.13479, -0.90603], [0.45503, -5.04229, -1.92863], [0.40833, -4.59109, -3.24523], [0.54603, -3.23129, -3.49053], [0.57803, -2.28349, -2.48223], [1.04723, -1.00809, -2.88793], [0.27163, 0.18721, -3.03043], [2.39013, -0.87159, -2.81533], [2.60333, 0.60621, 2.59117], [0.78213, 0.92451, 2.61307], [1.82013, 0.52761, 1.07407], [2.08603, -2.93479, 1.86637], [3.31083, -1.74209, 2.40037], [2.59863, -1.59019, 0.78487], [-0.22967, -1.06019, 4.29167], [-2.19387, -2.53029, 4.55537], [-2.86437, -4.00999, 2.68977], [-1.81207, -3.77119, 0.48267], [0.52093, -4.46679, 0.11947], [0.48913, -6.09809, -1.71273], [0.35203, -5.29179, -4.06403], [0.66123, -2.88819, -4.50843], [0.84513, 0.88601, -3.65723], [0.65603, 0.37031, -1.01153], [-0.67947, -0.05889, -3.52573], [2.81443, -0.01779, -3.32393], [2.96383, -1.78279, -2.81853], [2.58523, -0.54969, -1.64233], [3.62793, -3.14749, -0.89593], [4.71903, -1.92939, -0.39843], [4.34013, -0.74179, 0.13267], [5.12993, 0.25581, 0.59137], [4.55783, 1.71781, 1.22567], [6.51513, 0.00501, 0.54567], [7.61053, 1.17961, 1.15087], [6.98503, -1.19799, 0.02057], [8.67393, -1.50829, -0.03413], [6.09873, -2.17189, -0.44513], [6.68513, -3.67219, -1.04353], [-5.50437, 2.36561, 4.63997], [-4.39067, 2.01641, 3.70347], [-3.20367, 2.73161, 3.62987], [-2.19327, 2.37331, 2.73977], [-0.91857, 3.16051, 2.70787], [-2.36527, 1.27431, 1.89567], [-0.96147, 0.51551, 0.43547], [-0.06067, 0.80871, -1.77113], [0.28203, 2.02391, -1.35193], [-0.23607, 2.32141, -0.22513], [1.38353, 2.81861, -1.88653], [1.28163, 3.87831, -2.78193], [2.43633, 4.49101, -3.23943], [3.68243, 4.07871, -2.79303], [3.78083, 3.04211, -1.87813], [2.63863, 2.43821, -1.43133], [-2.51567, 0.42511, -1.02803], [-2.61147, -0.79859, -1.68583], [-3.58207, -1.01909, -2.64033], [-4.46147, 0.00711, -2.95393], [-4.33727, 1.23201, -2.32883], [-3.35867, 1.47961, -1.36283], [-3.25277, 2.86331, -0.80053], [-3.52077, 0.49651, 2.02227], [-3.73267, -0.78619, 1.28207], [-4.51537, 0.89221, 2.89887], [-5.45727, 3.40091, 4.96307], [-5.45397, 1.72721, 5.52187], [-6.46657, 2.18101, 4.16617], [-3.04837, 3.58561, 4.27407], [-1.10877, 4.20081, 2.44317], [-0.22697, 2.75061, 1.96937], [-0.44377, 3.15611, 3.68937], [0.31003, 4.20791, -3.11993], [2.35763, 5.29501, -3.95463], [4.57813, 4.54531, -3.17133], [4.73593, 2.69431, -1.52493], [2.68643, 1.54231, -0.75533], [-1.91517, -1.58569, -1.43323], [-3.64997, -1.97779, -3.13003], [-5.22887, -0.14439, -3.69653], [-5.01037, 2.03501, -2.59313], [-2.95237, 3.55061, -1.59483], [-2.52677, 2.92941, 0.00717], [-4.22007, 3.19911, -0.42773], [-2.78657, -1.18209, 0.91817], [-4.41427, -0.65169, 0.44357], [-4.17937, -1.52169, 1.94687], [-5.41177, 0.29381, 2.96597]]
}


No. 2
{
  "formula": "C45H43ClCrFN2O2SiTe",
  "method": "ωB97M-V/def2-TZVPD",
  "total_charge": -1,
  "spin_multiplicity": 5,
  "homo_energy_ev": [-3.020, -3.889],
  "s_squared": 6.031,
  "gap_ev": [5.14, 6.00],
  "species": ["Cr", "C", "C", "C", "C", "C", "O", "C", "C", "C", "C", "C", "C", "C", "O", "C", "C", "C", "N", "C", "C", "Te", "C", "C", "C", "C", "C", "C", "C", "C", "C", "C", "C", "C", "H", "H", "H", "H", "H", "H", "H", "H", "H", "H", "H", "H", "H", "H", "H", "H", "H", "H", "H", "H", "H", "H", "H", "H", "C", "Si", "C", "C", "N", "C", "C", "C", "C", "C", "C", "F", "H", "H", "H", "H", "H", "H", "H", "H", "H", "H", "H", "H", "H", "Cl", "C", "C", "C", "C", "C", "C", "C", "H", "H", "H", "H", "H", "H"],
  "positions_angstrom": [[-0.94116, -0.29368, -0.98989], [5.04045, -0.40288, 2.72277], [3.94101, -0.17558, 1.71184], [4.21334, -0.07786, 0.36213], [3.20043, 0.07428, -0.59127], [3.53291, 0.06373, -2.02555], [2.74157, -0.14949, -2.92313], [4.96344, 0.30005, -2.43202], [5.47506, -0.46506, -3.47807], [6.74744, -0.23473, -3.97111], [7.52346, 0.78700, -3.43947], [7.01847, 1.56500, -2.40799], [5.74852, 1.32309, -1.90618], [1.82988, 0.09783, -0.15247], [0.87479, 0.21360, -0.98430], [1.54669, 0.02278, 1.26005], [2.62402, -0.11224, 2.13978], [0.18773, 0.03056, 1.77398], [-0.88786, -0.05800, 1.01929], [-2.19628, 0.07337, 1.66883], [-2.56083, 1.48949, 2.14668], [-2.24003, 3.08737, 0.72398], [-0.42189, 3.74484, 1.63079], [0.79073, 3.49846, 0.99867], [1.98313, 3.88324, 1.59840], [1.96773, 4.54763, 2.81676], [0.75585, 4.82501, 3.43692], [-0.43418, 4.42192, 2.84752], [0.07387, 0.13691, 3.25812], [0.50785, 1.30489, 3.88724], [0.37795, 1.46414, 5.25607], [-0.16857, 0.44574, 6.02709], [-0.56663, -0.73399, 5.41590], [-0.44207, -0.89209, 4.04382], [6.00872, -0.50204, 2.23256], [4.84635, -1.31370, 3.29307], [5.10201, 0.42218, 3.43661], [5.23892, -0.17449, 0.02881], [4.84844, -1.24105, -3.89842], [7.13376, -0.84369, -4.77892], [8.51454, 0.98145, -3.83020], [7.61635, 2.37027, -1.99880], [5.35479, 1.94789, -1.11372], [2.43204, -0.20922, 3.20071], [-2.28544, -0.57229, 2.54378], [-2.93098, -0.26638, 0.94512], [-1.97273, 1.75750, 3.02268], [-3.61840, 1.49906, 2.40769], [0.80185, 2.99093, 0.04266], [2.92574, 3.64596, 1.11939], [2.89683, 4.84836, 3.28558], [0.73585, 5.35085, 4.38434], [-1.38236, 4.62931, 3.32919], [0.94372, 2.09214, 3.28279], [0.70738, 2.38382, 5.72395], [-0.27172, 0.57004, 7.09765], [-0.96738, -1.54321, 6.01398], [-0.71627, -1.83070, 3.57679], [-5.59977, -0.93685, 0.29886], [-4.33166, -1.42642, -1.05717], [-3.65751, -3.09499, -0.51484], [-5.36024, -1.64699, -2.63934], [-3.03759, -0.34630, -1.40255], [-3.29430, 0.81676, -2.08270], [-4.47122, 1.59452, -1.98520], [-4.59717, 2.83730, -2.58656], [-3.56507, 3.38212, -3.33440], [-2.40587, 2.63101, -3.50682], [-2.31233, 1.40077, -2.91086], [-1.14807, 0.69603, -3.07925], [-6.50696, -1.53532, 0.17828], [-5.90342, 0.11162, 0.25942], [-5.21751, -1.12275, 1.30644], [-4.46625, -3.72306, -0.12924], [-2.90421, -3.00241, 0.27189], [-3.19542, -3.62491, -1.34452], [-6.06028, -2.48240, -2.55807], [-4.69890, -1.84086, -3.48654], [-5.93578, -0.74850, -2.87141], [-5.29035, 1.21083, -1.39155], [-5.50993, 3.40359, -2.44066], [-3.64840, 4.37373, -3.75810], [-1.57359, 2.99265, -4.09727], [0.69698, -3.34717, 0.19600], [-0.18189, -4.14705, -1.06403], [-0.42825, -5.49876, -0.90686], [-1.11158, -6.20431, -1.88423], [-1.50983, -5.53381, -3.02947], [-1.26560, -4.18066, -3.17136], [-0.61754, -3.40341, -2.18735], [-0.43094, -1.96121, -2.40792], [-0.07881, -6.00058, -0.01287], [-1.32383, -7.25697, -1.74648], [-2.01709, -6.07259, -3.82221], [-1.58111, -3.67770, -4.07816], [0.63331, -1.71287, -2.43160], [-0.86084, -1.72047, -3.38382]]
}


No. 3
{
  "formula": "C45H44Cl2F13N4O6PS2",
  "method": "ωB97M-V/def2-TZVPD",
  "total_charge": 0,
  "homo_energy_ev": -7.767,
  "gap_ev": 6.30,
  "species": ["C", "C", "C", "C", "C", "P", "O", "O", "S", "C", "C", "C", "C", "Cl", "C", "C", "Cl", "C", "S", "C", "O", "O", "C", "O", "C", "C", "C", "C", "C", "F", "F", "C", "F", "F", "C", "F", "F", "C", "F", "F", "C", "F", "F", "C", "F", "F", "F", "C", "C", "C", "C", "C", "O", "H", "H", "H", "H", "H", "H", "H", "H", "H", "H", "H", "H", "H", "H", "H", "H", "H", "H", "H", "H", "H", "H", "H", "H", "C", "C", "C", "N", "C", "H", "H", "H", "H", "H", "C", "C", "C", "N", "C", "H", "H", "H", "H", "H", "C", "C", "C", "N", "C", "H", "H", "H", "H", "H", "C", "C", "C", "N", "C", "H", "H", "H", "H", "H"],
  "positions_angstrom": [[-3.47938, -3.10761, -3.82424], [-3.70717, -3.83471, -2.41976], [-2.75060, -3.31206, -1.27400], [-1.44905, -2.60345, -1.79043], [-0.42758, -3.50679, -2.41418], [-0.57538, -5.33616, -2.66947], [-1.69171, -6.12203, -1.72243], [0.87065, -6.16651, -2.39278], [-1.14715, -5.63082, -4.50407], [0.81790, -2.84572, -2.90864], [1.03203, -1.38812, -2.73873], [0.03899, -0.49798, -2.12268], [0.35706, 1.01770, -1.97253], [0.30712, 1.58925, -0.21931], [-0.36399, 1.97884, -3.00442], [-0.84162, 3.36421, -2.42593], [-1.67303, 1.14682, -3.99549], [-1.22706, -1.14109, -1.67561], [-2.60130, -0.19581, -0.95180], [-2.83185, -0.60100, 0.84263], [-2.53044, 1.26194, -1.03400], [-3.81709, -0.59118, -1.70018], [2.40073, -0.86494, -3.30615], [2.52049, 0.12659, -3.98350], [3.61887, -1.78947, -2.95776], [4.89974, -1.29331, -2.46731], [5.15232, 0.22786, -2.20125], [6.30495, 0.48990, -1.13894], [5.87743, 0.13124, 0.32944], [4.58910, 0.59881, 0.54692], [5.86976, -1.22864, 0.59663], [6.92158, 0.82212, 1.32633], [6.62352, 2.17441, 1.29127], [8.18358, 0.54640, 0.84727], [6.84769, 0.22739, 2.80503], [7.60969, -0.91820, 2.79604], [5.53202, -0.06972, 3.13282], [7.36505, 1.25926, 3.87959], [6.49060, 2.30104, 4.09644], [8.51087, 1.85059, 3.34256], [7.80977, 0.63575, 5.26023], [8.20962, 1.71292, 6.05226], [8.92784, -0.15986, 5.15532], [6.67207, -0.10641, 6.07338], [6.99984, 0.02771, 7.41175], [5.43914, 0.43875, 5.93748], [6.69108, -1.45149, 5.83368], [5.94741, -2.31019, -2.22745], [5.75453, -3.73987, -2.42059], [4.44977, -4.22493, -2.88278], [3.41134, -3.24498, -3.15293], [1.97371, -3.64872, -3.63621], [1.79651, -4.45627, -4.50231], [-3.73772, -2.01392, -3.72172], [-4.20872, -3.55882, -4.54917], [-2.43763, -3.21759, -4.20826], [-4.76322, -3.54989, -2.13348], [-3.71961, -4.94147, -2.56327], [-2.38956, -4.11663, -0.56708], [-3.37943, -2.65160, -0.61714], [-1.40641, -6.18041, -0.78839], [1.43991, -5.59779, -1.83617], [1.45706, 1.11730, -2.19361], [0.39950, 2.25118, -3.78861], [-0.90862, 4.05141, -3.32331], [-0.06541, 3.84187, -1.76534], [-1.86288, 3.34931, -1.98023], [-2.04391, -1.32560, 1.18973], [-2.76618, 0.34838, 1.42897], [-3.86113, -1.03038, 0.99352], [4.19496, 0.72401, -1.90060], [5.46216, 0.70729, -3.17386], [7.27961, 0.03427, -1.43721], [6.46824, 1.60664, -1.15241], [6.94267, -1.96054, -1.87814], [6.57360, -4.47539, -2.23432], [4.22038, -5.30150, -3.05547], [9.62628, 0.05125, 11.09037], [10.90593, -0.06350, 10.48936], [10.81601, 0.47570, 9.23187], [9.53012, 0.90749, 9.04873], [8.80015, 0.65706, 10.17881], [9.34344, -0.27263, 12.07970], [11.79260, -0.49232, 10.92944], [11.55315, 0.58827, 8.45307], [9.17662, 1.34182, 8.21378], [7.75852, 0.92961, 10.23557], [-6.97428, 1.16580, -4.34208], [-6.01365, 0.76544, -3.37659], [-6.69402, 0.15890, -2.35161], [-8.02978, 0.18215, -2.65954], [-8.20762, 0.78963, -3.87389], [-6.78240, 1.67174, -5.27549], [-4.94552, 0.90544, -3.42726], [-6.34628, -0.28410, -1.43287], [-8.76479, -0.18967, -2.08374], [-9.19313, 0.90229, -4.29702], [-5.88662, 3.17431, -0.19515], [-5.59327, 4.28741, 0.63488], [-6.78600, 4.76947, 1.10971], [-7.79016, 3.99271, 0.59481], [-7.24873, 3.01486, -0.19790], [-5.17870, 2.55871, -0.72954], [-4.61719, 4.68906, 0.85895], [-7.00730, 5.59587, 1.76636], [-8.77141, 4.11972, 0.77103], [-7.87862, 2.29381, -0.69449], [-12.70244, 2.68059, -1.19824], [-11.64939, 3.04284, -2.07872], [-10.99514, 4.10761, -1.51640], [-11.61507, 4.40637, -0.33172], [-12.65395, 3.53688, -0.12868], [-13.41440, 1.88158, -1.33373], [-11.39976, 2.57485, -3.01805], [-10.14524, 4.67887, -1.85515], [-11.34874, 5.14817, 0.29206], [-13.26689, 3.60436, 0.75571]]
}


No. 4
{
  "formula": "C45H44P2Pd",
  "method": "ωB97M-V/def2-TZVPD",
  "total_charge": 0,
  "spin_multiplicity": 3,
  "homo_energy_ev": [-7.218, -7.697],
  "s_squared": 2.015,
  "gap_ev": [7.40, 6.68],
  "species": ["Pd", "C", "C", "C", "C", "C", "C", "C", "C", "C", "H", "H", "H", "H", "H", "H", "H", "H", "H", "H", "H", "H", "H", "H", "H", "P", "P", "C", "C", "C", "C", "C", "C", "C", "C", "C", "C", "C", "C", "C", "C", "C", "C", "C", "C", "C", "C", "C", "C", "C", "C", "C", "C", "H", "H", "H", "H", "H", "H", "H", "H", "H", "H", "H", "H", "H", "H", "H", "H", "H", "H", "H", "H", "H", "H", "C", "C", "C", "C", "C", "C", "C", "C", "C", "C", "H", "H", "H", "H", "H", "H", "H"],
  "positions_angstrom": [[1.34330, 1.00767, -2.38794], [0.13903, -1.62985, 1.69146], [0.76252, -2.23660, 0.67035], [0.28883, -3.30373, -0.28941], [-0.51654, -2.85015, -1.51356], [-1.65445, -1.92925, -1.29956], [-2.30728, -1.63340, -0.17240], [-2.23977, -2.38521, 1.11539], [-1.26436, -1.80829, 2.17747], [-0.19682, 2.19338, -2.69548], [0.74048, -1.03442, 2.38357], [1.82058, -1.97976, 0.52975], [-0.25585, -4.14251, 0.18178], [1.20775, -3.76252, -0.70233], [0.12785, -2.37042, -2.26640], [-0.86213, -3.78472, -1.98842], [-1.98733, -1.43389, -2.21226], [-3.16023, -0.94347, -0.24076], [-2.06037, -3.45864, 0.95410], [-3.23989, -2.30374, 1.57137], [-1.66468, -0.83631, 2.51138], [-1.28337, -2.47059, 3.06041], [-0.02399, 3.20909, -2.27217], [-0.98998, 1.61237, -2.17277], [-0.26360, 2.15880, -3.81091], [4.11286, -3.55409, -7.35554], [1.39809, -2.68495, -8.88008], [2.83167, -4.74420, -7.74174], [1.81500, -4.41609, -8.58780], [5.64091, -4.45848, -7.96470], [5.71259, -5.85316, -8.09339], [6.92956, -6.47095, -8.42315], [8.05102, -5.68566, -8.71593], [7.95565, -4.28504, -8.71571], [6.74975, -3.67717, -8.35511], [4.05389, -3.75615, -5.53693], [2.91879, -3.18787, -4.92118], [2.80227, -3.23002, -3.53530], [3.82082, -3.78948, -2.75000], [4.93168, -4.36718, -3.37754], [5.03408, -4.39943, -4.77265], [1.00550, -2.97334, -10.70063], [2.08000, -3.37495, -11.52280], [1.85385, -3.74415, -12.85048], [0.55363, -3.66304, -13.37403], [-0.51421, -3.22998, -12.57936], [-0.28965, -2.91451, -11.23293], [-0.29718, -2.44408, -8.22513], [-0.75065, -1.10814, -8.14251], [-2.05781, -0.84150, -7.74012], [-2.91030, -1.88897, -7.35986], [-2.42873, -3.20482, -7.36549], [-1.12289, -3.48616, -7.79093], [2.82920, -5.69493, -7.20582], [1.28165, -5.20133, -9.14571], [4.82935, -6.47040, -7.92030], [6.99999, -7.56368, -8.44762], [9.00597, -6.15798, -8.95205], [8.81619, -3.66702, -8.99142], [6.66044, -2.58796, -8.34891], [2.13388, -2.72392, -5.52960], [1.92193, -2.80483, -3.05718], [3.74136, -3.77380, -1.65751], [5.73082, -4.79989, -2.78013], [5.86189, -4.92740, -5.25517], [3.09014, -3.43563, -11.10797], [2.67907, -4.10250, -13.47413], [0.36884, -3.94109, -14.41044], [-1.52753, -3.14218, -12.98357], [-1.13196, -2.65392, -10.58708], [-0.07522, -0.29359, -8.42164], [-2.41386, 0.19009, -7.72761], [-3.93875, -1.67127, -7.05306], [-3.08140, -4.01585, -7.04253], [-0.76890, -4.51929, -7.79731], [2.22600, 4.14203, 2.71970], [2.81805, 3.30186, 1.74894], [2.03109, 2.44221, 0.99352], [0.63201, 2.37822, 1.21789], [-0.22791, 1.53190, 0.53684], [-1.49191, 1.25031, 0.91286], [-2.06648, 1.94448, 2.03872], [-1.32959, 2.92441, 2.68279], [0.02119, 3.16622, 2.30318], [0.85888, 4.06759, 2.99294], [2.86338, 4.83772, 3.26887], [3.90086, 3.32025, 1.58414], [2.44401, 1.77105, 0.22772], [-2.05096, 0.49308, 0.38203], [-3.07616, 1.68846, 2.36773], [-1.76692, 3.49270, 3.51269], [0.41848, 4.69178, 3.77454]]
}